{"formula": "C5H7NO", "method": "ωB97M-V/def2-TZVPD", "elements": ["C", "C", "C", "N", "C", "C", "O", "H", "H", "H", "H", "H", "H", "H"], "coordinates": [[-1.24936, -0.12434, 0.79230], [-0.23301, -0.85139, -1.28226], [-0.12891, 0.23745, -0.20510], [-0.29321, 1.57584, -0.76066], [1.22531, -0.00617, 0.42346], [1.71686, -1.10144, -0.12230], [0.83186, -1.60127, -1.12708], [-2.22213, -0.06703, 0.29514], [-1.12261, -1.13688, 1.18894], [-1.23123, 0.57543, 1.63635], [-1.04532, 2.07092, -0.29340], [-0.54926, 1.50679, -1.74117], [1.68082, 0.60372, 1.19194], [2.62019, -1.68164, 0.00386]], "orbital_gap_ev": 9.39, "total_charge": 0, "e_above_lowest_ev": 3.477, "lumo_ev": 0.548}